[1]
Entry from the OMol25 dataset: a molecular structure, C23H50HgNO9S4 in a non-equilibrium geometry (ωB97M-V/def2-TZVPD).

Properties
- total charge = +1
- LUMO (eV) = -9.28
- 2S+1 = 1
- highest occupied orbital energy (eV) = -10.8
- Kohn-Sham gap (eV) = 1.57
- calculated total energy (Ha) = -3383.77677
- energy above the lowest of the compared OMol25 structures with the same formula, charge and spin (kcal/mol) = 170.2

Each line ends with the Mulliken charge.
Positions of all 88 atoms, in Å:
Hg (2.6760, 6.5611, 1.8456)  0.451
C (1.5822, 1.5355, 1.1388)  -0.439
O (1.1456, 2.8718, 1.3381)  -0.194
H (0.9162, 0.9844, 0.4749)  0.277
H (2.5626, 1.3466, 0.7015)  0.287
H (1.5620, 0.8919, 2.0183)  0.284
C (-2.7656, -1.1288, -4.8795)  -1.211
C (-1.3624, -1.6114, -4.4881)  -0.436
N (-0.7897, -2.6372, -5.3620)  0.013
C (-1.2873, -3.9956, -5.1864)  -0.147
C (-0.6450, -4.9888, -6.1197)  -1.442
C (0.7257, -2.5271, -5.2322)  -0.572
C (1.3216, -2.8054, -3.8950)  -1.014
H (-2.5919, -0.3229, -5.5926)  0.319
H (-3.2766, -0.7602, -3.9900)  0.324
H (-3.3886, -1.8497, -5.4089)  0.332
H (-0.7494, -0.7134, -4.4116)  0.400
H (-1.4185, -2.1409, -3.5370)  0.339
H (-1.2807, -4.2739, -4.1326)  0.336
H (-2.3045, -3.8780, -5.5601)  0.312
H (0.3574, -5.2465, -5.7777)  0.337
H (-1.3465, -5.8048, -6.2935)  0.388
H (-0.4421, -4.7331, -7.1597)  0.376
H (1.1553, -1.5687, -5.5235)  0.355
H (1.0766, -3.2989, -5.9172)  0.374
H (2.3424, -3.1822, -3.9593)  0.375
H (0.8813, -3.6688, -3.3962)  0.283
H (1.2487, -1.8783, -3.3264)  0.288
C (-2.9695, 4.1382, 7.4732)  -0.497
C (-1.8496, 4.3640, 8.4902)  -0.645
C (-1.1609, 5.7062, 8.2252)  -0.648
S (-1.2259, 5.9291, 6.3473)  1.017
O (0.0885, 5.6869, 5.7516)  -0.641
O (-1.9020, 7.1848, 6.0665)  -0.613
C (-2.2594, 4.4010, 6.0927)  -0.721
H (-3.7762, 4.8513, 7.6428)  0.316
H (-3.3338, 3.1136, 7.5482)  0.307
H (-1.0804, 3.5924, 8.5262)  0.322
H (-2.2834, 4.4488, 9.4865)  0.307
H (-0.1223, 5.7880, 8.5458)  0.368
H (-1.7662, 6.4556, 8.7353)  0.361
H (-1.5137, 3.6110, 6.0033)  0.338
H (-2.8292, 4.4204, 5.1638)  0.433
C (-4.2547, -2.4173, 1.9099)  -0.614
C (-5.6316, -2.0088, 2.6239)  -0.639
C (-5.8493, -2.9244, 3.7864)  -0.697
S (-5.2751, -4.5885, 3.1350)  1.043
O (-6.3086, -5.1248, 2.2166)  -0.621
O (-4.7229, -5.4101, 4.2143)  -0.633
C (-3.9243, -3.9348, 2.0979)  -0.567
H (-3.4756, -1.7555, 2.2883)  0.318
H (-4.3123, -2.0884, 0.8723)  0.270
H (-6.4745, -2.1254, 1.9426)  0.306
H (-5.6837, -0.9488, 2.8726)  0.381
H (-6.8650, -3.0607, 4.1578)  0.427
H (-5.1916, -2.6714, 4.6180)  0.319
H (-3.8005, -4.6165, 1.2564)  0.426
H (-3.0279, -3.9974, 2.7148)  0.281
C (0.6734, 4.8666, -5.9885)  -0.585
C (0.7444, 6.2690, -6.6265)  -0.624
C (0.7102, 7.2609, -5.4702)  -0.730
S (1.9682, 6.6150, -4.2514)  1.058
O (1.6670, 6.8459, -2.8689)  -0.642
O (3.2956, 6.9291, -4.7695)  -0.607
C (1.5144, 4.8531, -4.7140)  -0.645
H (1.1771, 4.0956, -6.5716)  0.242
H (-0.3875, 4.6166, -5.9764)  0.360
H (0.0000, 6.3923, -7.4131)  0.369
H (1.7242, 6.4613, -7.0636)  0.310
H (-0.2437, 7.3513, -4.9506)  0.356
H (1.0704, 8.2281, -5.8208)  0.414
H (0.9333, 4.4315, -3.8939)  0.295
H (2.4492, 4.2929, -4.6978)  0.432
C (6.2624, -3.2345, 2.5238)  -0.631
C (4.9696, -3.9611, 2.8921)  -0.484
C (4.7815, -5.0815, 1.8948)  -0.766
S (6.4604, -5.7155, 1.4336)  1.058
O (6.5405, -5.9996, -0.0250)  -0.641
O (6.8773, -6.7257, 2.4390)  -0.634
C (7.3197, -4.1909, 1.9280)  -0.592
H (6.6565, -2.6853, 3.3789)  0.335
H (6.1006, -2.4568, 1.7775)  0.262
H (4.0497, -3.3764, 2.8828)  0.310
H (5.0498, -4.4059, 3.8840)  0.304
H (4.4960, -4.6576, 0.9320)  0.328
H (4.1512, -5.9411, 2.1228)  0.454
H (7.8872, -3.7509, 1.1080)  0.379
H (7.9786, -4.5216, 2.7309)  0.318



[2]
Entry from the OMol25 dataset: 5 unconnected molecules or ions with the total composition C23H50N2O13P in a non-equilibrium geometry (ωB97M-V/def2-TZVPD).

Properties
- total charge = +1
- LUMO (eV) = -2.84
- 2S+1 = 1
- highest occupied orbital energy (eV) = -12.2
- Kohn-Sham gap (eV) = 9.32
- calculated total energy (Ha) = -2335.17855
- energy above the lowest of the compared OMol25 structures with the same formula, charge and spin (kcal/mol) = 6.8

Each line ends with the Mulliken charge.
Positions of all 89 atoms, in Å:
C (-1.0791, 3.2875, -1.8906)  -0.811
C (-0.8010, 2.1379, -0.9159)  -0.431
N (-1.9735, 1.3441, -0.5410)  -0.109
C (-2.2698, 0.1816, -1.2959)  -0.205
C (-3.7561, -0.1632, -1.3143)  -1.534
C (-4.3242, 0.8528, -2.3014)  0.838
P (-6.1127, 0.7197, -2.8536)  0.099
C (-6.8576, 1.9608, -1.7246)  -0.950
O (-6.5729, -0.6977, -2.1781)  -0.461
C (-3.3147, 0.8199, -3.4547)  -0.989
N (-2.0414, 0.2794, -2.8074)  -0.005
H (-2.0176, 3.1589, -2.4329)  0.184
H (-0.2698, 3.3713, -2.6175)  0.244
H (-1.1319, 4.2424, -1.3716)  0.392
H (-0.3594, 2.5336, -0.0036)  0.435
H (-0.0536, 1.4566, -1.3280)  0.042
H (-2.7934, 1.9179, -0.4053)  0.298
H (-1.7001, -0.6592, -0.8964)  0.328
H (-4.1972, -0.1850, -0.3226)  0.403
H (-3.8386, -1.1480, -1.7825)  0.375
H (-4.2244, 1.8472, -1.8629)  -0.009
H (-7.4100, 1.4663, -0.9256)  0.319
H (-6.1189, 2.6185, -1.2689)  0.354
H (-7.5476, 2.5742, -2.3004)  0.330
H (-6.3690, -0.7866, -1.2435)  0.321
H (-3.1270, 1.8241, -3.8208)  0.230
H (-3.5695, 0.1778, -4.2933)  0.486
H (-1.1663, 0.6986, -3.1225)  0.371
H (-1.9606, -0.6947, -3.1072)  0.426
C (0.6493, -6.5835, 0.3847)  -0.932
C (0.1127, -6.2464, -0.9887)  -0.221
O (-0.1281, -4.8195, -1.1018)  -0.403
C (0.9489, -4.0630, -1.2749)  0.715
O (2.0803, -4.4347, -1.4291)  -0.556
O (0.5560, -2.7773, -1.2754)  -0.199
C (1.6285, -1.8312, -1.3906)  0.018
H (-0.0167, -6.1851, 1.1513)  0.276
H (0.7406, -7.6587, 0.5296)  0.427
H (1.6318, -6.1330, 0.5042)  0.162
H (-0.8596, -6.6984, -1.1654)  0.319
H (0.7916, -6.5647, -1.7778)  0.304
H (2.2615, -2.0459, -2.2484)  0.372
H (2.2273, -1.8115, -0.4824)  0.079
H (1.1502, -0.8615, -1.5185)  -0.260
C (3.6708, 5.8328, -7.3058)  -1.091
C (3.6679, 4.3670, -6.9401)  -0.175
O (2.6376, 4.0599, -5.9727)  -0.365
C (1.4166, 3.9368, -6.4652)  0.702
O (1.0795, 4.0225, -7.6145)  -0.543
O (0.5750, 3.7153, -5.4378)  -0.252
C (-0.7936, 3.6137, -5.8212)  -0.403
H (3.7607, 6.4485, -6.4108)  0.296
H (4.5155, 6.0464, -7.9597)  0.356
H (2.7555, 6.1081, -7.8276)  0.316
H (4.5925, 4.0830, -6.4438)  0.285
H (3.5334, 3.7331, -7.8150)  0.323
H (-0.9324, 2.8767, -6.6103)  0.344
H (-1.1848, 4.5742, -6.1515)  0.358
H (-1.3171, 3.2997, -4.9197)  -0.150
C (3.3769, 0.8102, 4.2997)  -0.917
C (4.5471, -0.0048, 3.7969)  -0.235
O (4.2291, -1.4096, 3.7646)  -0.409
C (3.5251, -1.8264, 2.7263)  0.789
O (3.1784, -1.1690, 1.7729)  -0.608
O (3.2276, -3.1120, 2.9194)  -0.389
C (2.4190, -3.6792, 1.8893)  -0.630
H (3.0436, 0.4388, 5.2696)  0.185
H (3.6738, 1.8530, 4.4098)  0.385
H (2.5407, 0.7616, 3.6023)  0.252
H (5.3913, 0.0638, 4.4783)  0.316
H (4.8724, 0.3135, 2.8076)  0.332
H (2.8807, -3.5312, 0.9169)  0.377
H (1.4249, -3.2281, 1.9037)  0.347
H (2.3455, -4.7407, 2.0979)  0.150
C (-0.5648, 0.7982, 9.2823)  -1.077
C (0.0511, -0.5152, 9.7081)  -0.175
O (-0.1978, -1.5590, 8.7472)  -0.398
C (0.5871, -1.5475, 7.6767)  0.740
O (1.4739, -0.7651, 7.4461)  -0.567
O (0.2057, -2.5400, 6.8699)  -0.368
C (0.9679, -2.6329, 5.6658)  -0.567
H (-1.6302, 0.6723, 9.0876)  0.292
H (-0.4415, 1.5380, 10.0729)  0.355
H (-0.0878, 1.1769, 8.3794)  0.299
H (-0.4037, -0.8810, 10.6257)  0.300
H (1.1244, -0.4224, 9.8660)  0.310
H (2.0315, -2.7020, 5.8818)  0.333
H (0.7817, -1.7645, 5.0336)  0.269
H (0.6333, -3.5358, 5.1637)  0.238



The highest highest occupied orbital energy belongs to which entry? C23H50HgNO9S4